Below is a cluster of 2 separate species, CH2BrClFNO2S in total at a distorted geometry, with properties calculated with ωB97M-V/def2-TZVPD.

Positions of all 10 atoms, in Å:
Br1 2.669338 0.088489 -0.128988
C1 0.971372 -0.286098 -0.550446
H1 -1.723707 0.577058 -1.024844
H2 -0.491972 1.856193 -0.611536
O1 0.070727 0.642308 1.634480
O2 -1.467531 -1.022056 0.431823
Cl1 0.955912 -2.052670 1.743932
F1 0.822980 -1.077604 -1.628674
N1 -1.259870 1.226676 -0.382260
S1 -0.547248 0.047704 0.516513

Force components x, y, z for each atom (eV/Å):
0.28 0.71 -0.17
-0.54 -3.97 0.14
-0.04 1.47 -1.04
-0.79 0.29 -0.90
-0.32 0.70 0.52
-0.08 -0.29 -0.03
0.40 0.10 -1.16
-0.07 1.66 1.60
0.62 -1.29 0.82
0.54 0.61 0.22

largest force on an atom = 4.01 eV/A
energy above the lowest of the compared OMol25 structures with the same formula, charge and spin = 390.4 kJ/mol
frontier orbital gap (alpha / beta) = 0.22604 / 0.22623 Ha
total energy = -102767.2698 eV


Below is a cluster of 2 separate species, C2H7IN3 in total at a distorted geometry, with properties calculated with ωB97M-V/def2-TZVPD.

Positions of all 13 atoms, in Å:
C1 0.300523 1.911444 -0.055137
H1 -0.139926 -1.556820 -1.823381
N1 0.688949 0.798907 -0.411671
H2 -0.004283 -1.003905 2.286538
N2 -0.422661 -0.891561 1.372161
I1 0.985200 3.810159 -0.723303
H3 -1.366098 -0.628612 1.377472
C2 0.163309 -1.113643 0.198867
H4 1.200188 0.790729 -1.306692
H5 -0.691131 2.063230 0.430987
H6 -1.543899 -1.457704 -0.772354
N3 -0.499856 -1.508936 -0.816976
H7 1.329685 -1.213288 0.243487

Force components x, y, z for each atom (eV/Å):
-1.89 2.61 -0.35
-0.39 0.05 2.41
0.43 -0.57 -1.81
0.38 0.14 -0.53
0.53 -0.41 0.31
-0.05 -0.54 0.07
-1.47 0.14 0.13
4.43 0.36 2.73
0.84 0.16 0.91
1.17 -0.35 0.83
1.39 -0.19 -0.10
-2.81 -1.07 -4.40
-2.56 -0.34 -0.20

largest force on an atom = 5.33 eV/A
energy above the lowest of the compared OMol25 structures with the same formula, charge and spin = 92.5 kJ/mol
frontier orbital gap = 0.35980 Ha
net charge = +1
total energy = -14750.4924 eV